DFT (ωB97M-V/def2-TZVPD) results for a structure of composition C3H4O3Rh in a non-equilibrium geometry.

The highest occupied orbital energy (alpha / beta) is -26.425 / -27.223 eV. For the gap between HOMO and LUMO (alpha / beta), the calculation gives 9.03 / 8.43 eV. The net charge is +3. As for the spin multiplicity: 5. Its lowest unoccupied orbital energy (alpha / beta) is -17.40 / -18.79 eV.

Positions of all 11 atoms, in Å:
C 0.7599 -0.3520 0.9924
O -0.6062 0.1564 -1.0256
C 0.4211 0.9266 -0.8894
C -0.5542 -0.8920 0.5229
O 1.2013 0.6499 0.1683
O 0.4738 1.9914 -1.5023
H 0.8263 -0.0379 2.0379
H -1.3705 -0.3314 0.9963
H 0.7454 -1.6158 0.4432
Rh -1.0636 1.3972 -2.6235
H -0.8333 -1.8923 0.8799

Atomic forces in eV per Å
C -0.2 1.2 -2.5
O -0.1 -4.2 2.3
C 1.2 1.0 3.1
C -1.3 2.3 0.5
O 0.4 -0.5 0.3
O 1.6 -0.5 0.1
H 0.8 -1.1 0.7
H -0.6 0.7 0.1
H 1.7 0.9 0.8
Rh -2.9 1.6 -3.9
H -0.6 -1.4 -1.6


DFT (ωB97M-V/def2-TZVPD) results for a cluster of 2 separate species, C3H4O3S in total in a non-equilibrium geometry.

The highest occupied orbital energy is -8.966 eV. For the gap between HOMO and LUMO, the calculation gives 8.47 eV. The net charge is 0. Its lowest unoccupied orbital energy is -0.50 eV.

Positions of all 11 atoms, in Å:
C 0.5649 -0.4037 -1.0402
C 0.5904 0.8490 -0.4154
C -0.6235 1.7052 0.0004
O 1.0171 -2.5913 1.4102
O -1.1843 -2.0925 0.6242
O 0.6394 -1.5437 -1.1771
S -0.0473 -2.9741 0.5391
H 1.6712 1.3612 -0.3555
H -0.6130 2.6243 -0.5987
H -0.5003 1.8804 1.0733
H -1.5146 1.1853 -0.0603

Atomic forces in eV per Å
C 0.4 5.3 3.4
C 1.6 -1.6 -1.6
C 2.8 0.2 -0.1
O 0.7 -0.5 0.2
O -0.3 -0.8 -0.2
O 0.3 -1.3 -2.1
S -0.8 0.8 1.0
H -2.6 -1.5 -0.3
H -0.3 -0.1 0.5
H 0.1 0.5 -0.2
H -1.8 -1.0 -0.6


DFT (ωB97M-V/def2-TZVPD) results for a structure of composition C3H4O3Sm in a non-equilibrium geometry.

The highest occupied orbital energy (alpha / beta) is -9.226 / -14.972 eV. For the gap between HOMO and LUMO (alpha / beta), the calculation gives 5.77 / 11.30 eV. The net charge is +1. As for the spin multiplicity: 8. Its lowest unoccupied orbital energy (alpha / beta) is -3.45 / -3.67 eV.

Positions of all 11 atoms, in Å:
C -1.5542 0.2262 0.8055
C -1.1556 -0.2124 -0.5320
O 0.0224 -0.5233 -0.7644
C 2.5379 0.4980 0.3322
O 2.1839 0.7608 1.4092
O 2.9916 0.0217 -0.6408
H -1.9435 -0.6364 1.3669
H -1.8701 -0.3171 -1.3665
H -2.3605 0.9685 0.7105
Sm 1.7634 -1.3909 -2.7013
H -0.6153 0.6049 1.3806

Atomic forces in eV per Å
C 0.9 0.9 1.1
C 1.7 -0.8 -0.5
O -0.6 0.1 -0.5
C 0.2 -1.2 2.1
O 0.2 0.4 -1.8
O -0.6 0.7 -0.3
H 0.0 0.1 -0.2
H -0.1 0.2 0.4
H 0.3 -0.1 0.4
Sm -0.2 0.2 0.5
H -1.8 -0.5 -1.0


DFT (ωB97M-V/def2-TZVPD) results for a structure of composition C3H4O3Tb in a non-equilibrium geometry.

The highest occupied orbital energy (alpha / beta) is -7.713 / -7.451 eV. For the gap between HOMO and LUMO (alpha / beta), the calculation gives 6.90 / 5.75 eV. The net charge is 0. As for the spin multiplicity: 8. Its lowest unoccupied orbital energy (alpha / beta) is -0.81 / -1.70 eV.

Positions of all 11 atoms, in Å:
H 2.8487 -0.6792 -0.9229
Tb 2.7223 0.5945 0.8031
O -1.3062 -1.5008 -0.3466
C -1.6583 -0.2220 -0.1448
C 0.1234 -1.6524 -0.1327
O -2.8178 0.1053 0.0262
O -0.6233 0.5782 -0.1366
C 0.7036 -0.2975 -0.4578
H 0.4968 -2.4464 -0.7895
H 0.2397 -1.9659 0.9160
H 0.8063 -0.1131 -1.5410

Atomic forces in eV per Å
H 1.0 0.2 0.7
Tb -1.1 -1.0 -1.5
O 0.4 -0.9 0.0
C -1.6 0.3 0.3
C -0.4 0.1 -0.5
O 1.1 -0.2 -0.3
O 1.7 -0.3 0.0
C -0.9 1.8 0.9
H -0.1 0.2 0.2
H 0.1 0.1 -0.1
H -0.1 -0.3 0.4


DFT (ωB97M-V/def2-TZVPD) results for a structure of composition C3H4O3Zn in a non-equilibrium geometry.

The highest occupied orbital energy (alpha / beta) is -4.204 / -4.473 eV. For the gap between HOMO and LUMO (alpha / beta), the calculation gives 7.25 / 7.37 eV. The net charge is -1. As for the spin multiplicity: 2. Its lowest unoccupied orbital energy (alpha / beta) is 3.04 / 2.89 eV.

Positions of all 11 atoms, in Å:
C 0.4731 0.4603 -0.9634
O 0.0472 -1.5025 1.0480
C 0.1027 -1.8117 -0.1643
C -0.2328 1.4092 -0.0494
O -0.1297 -0.8350 -1.1052
O 0.3154 -2.9374 -0.6511
H 0.4838 0.8544 -1.9972
H -0.0498 2.4510 -0.3654
H 1.5281 0.3206 -0.6702
H -1.6164 0.7687 3.2093
Zn -0.9215 0.8224 1.7087

Atomic forces in eV per Å
C -0.5 -0.4 -0.1
O -0.2 1.2 0.7
C 0.4 -1.8 -0.1
C 0.2 0.3 0.3
O 0.0 1.1 -0.8
O -0.2 0.7 0.3
H 0.0 -0.1 0.3
H -0.2 -0.3 0.2
H -0.1 0.1 0.1
H 0.4 0.1 -0.9
Zn 0.1 -0.8 0.0


DFT (ωB97M-V/def2-TZVPD) results for a cluster of 2 separate species, C3H4O4 in total in a non-equilibrium geometry.

The highest occupied orbital energy is -9.535 eV. For the gap between HOMO and LUMO, the calculation gives 9.35 eV. The net charge is 0. Its lowest unoccupied orbital energy is -0.18 eV.

Positions of all 11 atoms, in Å:
C -1.1994 -0.8135 -0.1973
C 1.7485 0.6733 -0.2772
C -1.7497 0.0246 0.7555
O 0.7104 -0.1764 -0.5138
O -1.3119 -1.7695 -0.8214
O 1.8214 1.5743 0.5087
O 2.7431 0.3346 -1.0814
H -1.7125 1.0265 0.5013
H -0.9972 -0.0233 1.6087
H -2.7609 -0.2786 1.0693
H 2.7080 -0.5719 -1.5523

Atomic forces in eV per Å
C 2.3 -2.1 -2.5
C -2.9 -2.1 -0.1
C 0.1 -0.1 3.7
O -0.8 -0.1 0.2
O 0.4 1.3 0.6
O 0.0 0.3 0.1
O 2.3 -1.5 -1.7
H 0.1 2.0 -0.9
H -1.0 -0.1 -0.7
H 0.4 -0.1 -0.2
H -0.8 2.3 1.5


DFT (ωB97M-V/def2-TZVPD) results for a structure of composition C3H4O4Y in a non-equilibrium geometry.

The highest occupied orbital energy is -12.218 eV. For the gap between HOMO and LUMO, the calculation gives 6.00 eV. The net charge is +1. Its lowest unoccupied orbital energy is -6.22 eV.

Positions of all 12 atoms, in Å:
O 1.0267 -2.2183 -0.5247
C -0.2424 -2.1252 -0.3009
C 1.4213 -0.3776 -0.7874
O -0.7186 -2.1397 0.8467
O -0.7256 -1.1139 -1.0824
C 0.0592 0.0739 -0.8837
H 1.9269 -0.4425 -1.7531
H 2.1856 0.0109 -0.1072
H -0.2162 0.8923 -1.5592
O -1.6893 2.9964 1.9569
H -2.0356 3.3026 2.7935
Y -0.9919 1.1412 1.4017

Atomic forces in eV per Å
O 2.4 1.0 -0.5
C 1.6 5.7 3.7
C 1.9 -2.5 -1.8
O -0.9 -1.9 -1.0
O -2.3 1.1 -2.0
C -2.8 0.7 2.5
H -0.1 -0.9 0.0
H -0.6 -0.5 0.5
H 0.6 -0.7 -0.4
O 1.0 -2.3 -0.8
H -0.2 0.5 0.2
Y -0.5 -0.2 -0.4


DFT (ωB97M-V/def2-TZVPD) results for a cluster of 2 separate species, C3H4O5 in total in a non-equilibrium geometry.

The highest occupied orbital energy is -10.376 eV. For the gap between HOMO and LUMO, the calculation gives 10.14 eV. The net charge is 0. Its lowest unoccupied orbital energy is -0.24 eV.

Positions of all 12 atoms, in Å:
C 0.3332 0.4446 -0.0927
C -0.9946 -0.1173 -0.7044
C 0.3833 0.3905 1.4692
H 1.4255 -0.7678 -1.7111
H -0.0987 1.4665 0.0259
H -1.5269 -1.1522 -2.2668
H 1.0964 -0.4538 2.8956
O 1.4805 0.2678 -0.9067
O -0.7594 -1.0783 -1.6142
O -2.0240 0.4455 -1.0794
O 1.5096 -0.2376 1.9227
O -0.8248 0.7921 2.0618

Atomic forces in eV per Å
C -1.7 1.0 1.1
C -1.8 1.0 -5.3
C -5.6 -0.6 0.4
H -0.5 4.7 4.1
H 1.0 0.4 -1.6
H 1.2 0.5 1.7
H 2.1 0.5 -2.6
O -0.9 -3.8 -2.2
O 1.5 -3.2 -0.6
O 0.5 1.3 3.8
O -4.6 0.8 3.9
O 8.5 -2.7 -2.6